Record 1
C23H43NO15P | ωB97M-V/def2-TZVPD

Structure (XYZ):
```
83
Properties=species:S:1:pos:R:3:forces:R:3
C -3.914 -1.977 3.737 -0.9 0.7 0.7
C -4.664 -1.126 2.523 -1.1 0.5 2.3
O -4.727 -1.846 1.242 4.0 0.4 0.1
P -3.210 -1.835 0.391 -2.5 0.6 -6.7
O -3.547 -1.372 -1.117 1.6 -1.8 5.8
C -1.914 -0.595 1.045 1.0 1.2 0.2
C -0.414 -0.887 0.365 0.3 0.1 -0.6
C 0.696 -1.303 1.504 -3.2 -0.5 1.0
N 2.044 -0.620 1.349 0.4 0.0 0.7
O -2.499 -3.449 0.209 -0.2 3.2 2.6
C -1.971 -3.930 1.498 -0.2 -2.3 1.4
C -3.108 -5.011 2.075 -0.3 1.0 0.3
H -2.750 -1.836 3.759 -2.2 -0.5 -0.2
H -4.253 -3.114 3.777 0.9 2.5 -0.4
H -4.318 -1.505 4.757 1.0 -0.9 -2.2
H -5.794 -1.007 2.889 2.4 -0.4 -1.1
H -4.262 -0.010 2.432 -0.6 -2.7 0.0
H -2.227 0.475 0.619 0.2 -2.6 0.9
H -1.873 -0.476 2.209 0.0 -0.3 -2.2
H -0.482 -1.718 -0.488 0.1 1.8 2.0
H -0.038 0.091 -0.200 -0.9 -2.0 1.3
H 0.254 -0.918 2.544 1.2 -0.9 -2.2
H 0.764 -2.476 1.562 0.4 2.5 -0.2
H 2.224 -0.260 0.380 0.0 -0.9 0.6
H 2.089 0.211 2.003 -0.2 -0.8 -0.5
H 2.784 -1.289 1.689 -0.6 1.0 -0.9
H -1.740 -3.090 2.281 -0.6 -1.4 -1.6
H -0.967 -4.557 1.382 -2.0 1.6 -0.3
H -3.166 -5.000 3.259 0.3 -0.1 -2.5
H -4.146 -4.590 1.665 2.2 -1.2 0.9
H -2.897 -6.100 1.701 -0.5 2.2 0.6
C 1.345 -5.507 -2.275 0.0 -0.1 0.6
C 1.009 -4.050 -2.522 -0.5 -1.6 -0.3
C 1.407 -3.574 -3.886 -0.4 -0.6 -0.8
O 1.618 -2.190 -3.679 0.6 0.8 1.5
C 2.003 -2.056 -2.375 0.1 0.9 0.3
O 2.495 -1.044 -1.901 -1.2 -1.6 -0.1
O 1.768 -3.205 -1.671 0.5 1.7 -0.2
H 0.992 -6.143 -3.093 0.0 0.2 0.1
H 2.423 -5.650 -2.150 -0.1 0.1 -0.2
H 0.874 -5.850 -1.347 0.0 0.0 -0.2
H -0.055 -3.865 -2.328 0.1 0.1 -0.1
H 0.623 -3.742 -4.630 0.2 0.2 0.1
H 2.342 -4.016 -4.248 -0.1 -0.1 0.1
C -5.973 4.376 0.595 -0.3 -0.4 -0.3
C -5.522 3.883 1.955 -0.9 0.9 -0.9
C -4.487 4.762 2.590 -0.2 0.9 0.2
O -3.785 3.858 3.422 0.3 -1.4 -0.2
C -3.887 2.634 2.824 0.9 -1.2 0.5
O -3.214 1.661 3.125 -1.2 1.9 -0.6
O -4.840 2.643 1.843 1.2 -0.5 1.0
H -6.241 5.436 0.623 0.0 -0.1 0.1
H -5.194 4.223 -0.161 0.0 0.1 0.2
H -6.848 3.809 0.260 0.1 0.2 0.0
H -6.386 3.740 2.615 0.2 0.0 0.0
H -4.934 5.568 3.179 0.2 -0.2 0.0
H -3.780 5.193 1.873 -0.2 -0.1 -0.1
C 5.285 4.214 1.586 0.5 -0.3 0.2
C 4.019 3.412 1.361 1.2 1.0 -0.6
C 2.792 4.264 1.246 0.1 0.9 -0.8
O 1.770 3.392 1.689 0.0 -1.3 1.1
C 2.361 2.530 2.569 -0.5 -0.2 0.8
O 1.752 1.792 3.327 1.0 0.6 -1.7
O 3.724 2.604 2.490 -1.7 -0.7 0.5
H 5.373 5.032 0.865 -0.1 -0.2 0.0
H 5.320 4.625 2.601 -0.2 0.0 -0.2
H 6.164 3.568 1.480 -0.1 0.2 0.0
H 4.133 2.755 0.490 -0.1 0.1 0.0
H 2.608 4.590 0.218 -0.1 -0.1 0.2
H 2.806 5.142 1.902 0.2 -0.1 0.0
C 4.216 -0.646 -4.383 0.1 -0.3 0.6
C 3.880 0.811 -4.629 -0.2 -1.4 -0.1
C 4.279 1.287 -5.994 -0.3 -0.3 -0.8
O 4.489 2.671 -5.786 0.4 0.4 1.0
C 4.874 2.805 -4.482 1.0 2.2 0.9
O 5.366 3.817 -4.009 -1.2 -2.3 -1.0
O 4.639 1.657 -3.778 0.3 1.1 -0.3
H 3.863 -1.281 -5.200 0.0 0.2 0.0
H 5.295 -0.789 -4.258 -0.1 0.2 -0.3
H 3.746 -0.989 -3.455 0.4 0.3 -0.6
H 2.816 0.996 -4.436 0.1 0.0 -0.1
H 3.494 1.120 -6.737 0.2 0.2 0.1
H 5.213 0.846 -6.355 -0.1 -0.1 0.1
```
Positions in Å, forces in eV/Å.

## Properties
frontier orbital gap = 9.2 eV
strongest force on any atom = 7.21 eV/Å
molar mass = 604.6 g mol⁻¹
total charge = +1
2S+1 = 1


Record 2
H3O | ωB97M-V/def2-TZVPD

Structure (XYZ):
```
4
Properties=species:S:1:pos:R:3:forces:R:3
O -0.074 -0.003 0.003 4.5 -0.1 -2.3
H 0.272 -0.835 -0.626 -1.7 -1.0 0.3
H 0.225 0.825 -0.642 -1.7 1.0 0.3
H 0.490 0.014 0.898 -1.1 0.0 1.8
```
Positions in Å, forces in eV/Å.

## Properties
energy above the lowest of the compared OMol25 structures with the same formula, charge and spin = 79.5 kJ/mol
frontier orbital gap (spin up / spin down) = 23.3 / 13.3 eV
strongest force on any atom = 5.10 eV/Å
molar mass = 19.0 g mol⁻¹
total charge = +2
2S+1 = 2
⟨S²⟩ = 0.753